1.
Molecular formula: C4H8O2
Method: DFT, wB97M-V/def2-TZVPD

Structure (XYZ):
```
14
Properties=species:S:1:pos:R:3:forces:R:3:mulliken_charge:R:1
C 1.224 -0.910 -0.184 0.086 -0.155 -0.066 -1.16
C 0.678 0.379 0.488 -0.203 -0.204 -0.004 0.29
O 1.533 1.481 0.392 0.085 0.032 -0.179 -0.58
C -0.576 0.640 -0.317 -0.079 0.221 -0.172 0.56
O -0.530 1.426 -1.243 -0.219 -0.154 0.408 -0.62
C -1.794 -0.154 0.054 -0.104 -0.014 -0.011 -1.14
H 1.297 -1.759 0.501 0.066 0.178 -0.034 0.27
H 2.206 -0.686 -0.606 -0.067 -0.039 0.144 0.36
H 0.577 -1.214 -1.017 0.215 -0.061 0.128 0.34
H 0.441 0.201 1.545 0.041 0.032 -0.201 0.32
H 1.186 1.982 -0.368 0.214 0.036 0.055 0.37
H -2.392 -0.413 -0.821 0.067 0.084 0.088 0.34
H -2.384 0.502 0.703 -0.075 -0.105 -0.029 0.35
H -1.538 -1.050 0.628 -0.028 0.149 -0.127 0.31
```
Forces are in eV/Å.

Kohn-Sham gap (hartree): 0.4007
SMILES string: CC(=O)[C@@H](C)O
ΔE to the lowest compared entry with this formula, charge and spin (eV): 0.878
HOMO (eV): -10.003
Spin multiplicity: 1
Electronic energy (eV): -8372.4035

=====

2.
Molecular formula: C26H23CrIN7O2S3
Method: DFT, wB97M-V/def2-TZVPD

Structure (XYZ):
```
63
Properties=species:S:1:pos:R:3:forces:R:3:mulliken_spin:R:1
Cr 0.682 0.238 -0.436 -0.417 0.309 0.463 3.36
C -3.175 1.394 -2.653 -0.028 0.008 -0.002 0.00
C -1.911 2.053 -3.116 -0.003 0.002 0.029 -0.01
N -1.991 3.088 -3.914 0.128 0.107 -0.102 0.00
C -0.858 3.706 -4.319 -0.217 -0.049 0.097 0.00
C 0.395 3.285 -3.968 0.008 0.009 -0.068 0.00
C 1.611 4.013 -4.474 0.000 -0.007 0.093 0.00
O 2.546 4.312 -3.441 -0.015 0.033 -0.060 0.00
C 0.501 2.169 -3.108 0.391 -0.079 -0.034 0.03
C 1.801 1.597 -2.822 -0.099 0.126 -0.128 0.00
N 2.024 0.737 -1.899 0.494 -0.303 0.090 -0.03
C 3.342 0.199 -1.782 -0.277 0.037 -0.019 -0.03
C 4.454 1.017 -1.666 0.089 0.044 0.012 0.00
C 5.711 0.450 -1.519 -0.005 0.007 0.014 0.00
C 5.859 -0.928 -1.482 -0.032 -0.012 -0.003 0.00
C 4.747 -1.755 -1.591 0.052 0.100 -0.005 0.00
C 3.498 -1.181 -1.734 0.089 -0.039 0.000 0.00
I 1.804 -2.384 -1.866 -0.092 -0.159 -0.037 0.01
C -0.659 1.552 -2.637 -0.193 -0.192 0.116 -0.02
O -0.665 0.540 -1.809 0.125 0.294 0.012 0.02
H -3.999 1.712 -3.287 -0.002 0.011 0.020 0.00
H -3.393 1.676 -1.620 0.021 -0.010 0.002 0.00
H -3.083 0.308 -2.672 0.016 -0.003 -0.028 0.00
H -0.985 4.577 -4.951 -0.039 -0.005 -0.008 0.00
H 1.292 4.922 -4.990 0.002 0.016 -0.030 0.00
H 2.158 3.409 -5.201 0.037 -0.028 0.021 0.00
H 2.096 4.838 -2.771 0.008 0.009 0.015 0.00
H 2.636 1.890 -3.455 -0.049 -0.009 -0.012 0.00
H 4.320 2.092 -1.661 -0.003 -0.019 -0.002 0.00
H 6.576 1.091 -1.414 -0.003 -0.004 -0.005 0.00
H 6.839 -1.368 -1.354 0.000 0.003 -0.004 0.00
H 4.853 -2.830 -1.552 -0.001 -0.001 0.001 0.00
S 2.298 1.321 3.567 0.015 -0.001 0.029 0.02
C 1.936 0.915 2.030 0.010 -0.040 -0.139 0.02
S 1.481 2.066 0.786 -0.178 -0.135 -0.028 -0.19
S 1.932 -0.691 1.353 0.094 0.089 -0.045 -0.12
C -1.543 -2.266 0.372 0.000 0.030 -0.024 -0.01
C -1.824 -0.916 0.929 0.061 -0.105 0.100 -0.02
N -1.016 0.120 0.858 -0.085 0.048 -0.415 -0.05
C -1.639 1.170 1.502 0.179 -0.052 0.069 0.01
C -2.825 0.744 1.993 -0.019 -0.077 -0.004 -0.01
N -2.939 -0.583 1.620 -0.081 0.019 0.106 0.00
C -3.965 -1.490 2.096 0.041 0.041 0.038 0.00
N -3.395 -2.575 2.847 -0.096 -0.063 -0.155 0.00
N -3.674 -3.852 2.477 0.057 -0.096 0.133 0.00
N -3.005 -4.661 3.204 -0.015 0.297 -0.029 0.00
C -2.228 -3.915 4.075 0.020 -0.421 0.029 0.00
C -1.302 -4.330 5.039 0.029 0.029 0.015 0.00
C -0.634 -3.346 5.725 -0.036 0.073 -0.040 0.00
C -0.871 -1.975 5.468 0.020 -0.063 0.013 0.00
C -1.786 -1.554 4.532 0.007 -0.084 -0.014 0.00
C -2.466 -2.569 3.845 0.027 0.322 0.012 0.00
H -1.146 -2.159 -0.638 0.003 -0.008 -0.005 0.00
H -2.436 -2.887 0.321 -0.015 0.023 0.005 0.00
H -0.800 -2.781 0.986 0.017 0.013 0.005 0.01
H -1.164 2.132 1.593 -0.011 -0.012 -0.052 0.00
H -3.587 1.243 2.566 0.003 -0.006 -0.003 0.00
H -4.527 -1.943 1.282 0.008 -0.001 -0.035 0.00
H -4.642 -0.897 2.711 -0.029 -0.021 0.013 0.00
H -1.119 -5.381 5.217 -0.013 0.008 -0.009 0.00
H 0.102 -3.617 6.470 0.000 0.014 0.002 0.00
H -0.301 -1.234 6.012 0.008 -0.008 -0.002 0.00
H -1.940 -0.504 4.327 -0.005 -0.005 -0.004 0.00
```
Forces are in eV/Å.

Kohn-Sham gap (spin up / spin down) (hartree): 0.2568 / 0.2584
ΔE to the lowest compared entry with this formula, charge and spin (eV): 0.033
HOMO (spin up / spin down) (eV): -7.617 / -7.591
Spin multiplicity: 4
Electronic energy (eV): -110890.7915

=====

3.
Molecular formula: C24H17N6O3SSc
Method: DFT, wB97M-V/def2-TZVPD

Structure (XYZ):
```
52
Properties=species:S:1:pos:R:3:forces:R:3:mulliken_charge:R:1
Sc 0.938 0.003 -1.108 0.136 -0.003 -0.606 1.01
C -0.098 -3.604 1.212 -0.509 1.404 -1.762 -1.02
C -0.496 -4.471 0.225 0.151 -0.496 0.418 -0.59
C -0.428 -4.125 -1.135 -0.143 0.730 0.673 -0.65
C -0.107 -2.805 -1.429 -0.712 -1.548 1.154 0.30
N 0.183 -1.923 -0.444 0.223 1.260 -0.719 -0.21
C 0.150 -2.289 0.817 1.042 -1.225 1.716 0.21
C -0.287 -2.214 -2.716 -0.290 0.604 -2.856 1.13
C -0.829 -2.885 -3.849 0.987 -0.699 1.813 -0.80
C -0.954 -2.184 -4.995 0.380 0.940 -1.206 -0.70
C -0.546 -0.838 -5.100 -0.084 0.201 0.007 -0.56
C 0.042 -0.214 -4.022 -0.290 -0.561 0.864 0.34
N 0.092 -0.921 -2.840 0.479 0.217 -0.021 -0.18
C 0.599 1.188 -3.908 -0.618 -0.604 0.877 0.93
C 0.281 2.174 -4.795 -1.255 -2.120 -2.834 -0.54
C 0.717 3.436 -4.658 0.386 2.901 -0.642 -0.47
C 1.435 3.742 -3.546 0.515 0.576 1.461 -0.78
C 1.659 2.786 -2.598 0.334 -1.191 1.867 0.06
N 1.241 1.500 -2.763 0.335 -0.120 0.076 -0.03
H -0.078 -3.792 2.241 -0.039 -0.500 1.509 0.70
H -0.883 -5.395 0.620 0.068 -0.646 -0.662 0.45
H -0.694 -4.834 -1.901 -0.051 -0.040 -0.037 0.44
H 0.434 -1.655 1.650 -0.033 0.738 -0.031 0.50
H -1.000 -3.967 -3.817 -0.223 0.625 0.016 0.33
H -1.262 -2.664 -5.913 -0.325 -0.099 0.063 0.47
H -0.726 -0.346 -6.043 0.283 0.172 -0.069 0.39
H -0.282 1.830 -5.675 0.149 0.560 0.346 0.27
H 0.579 4.353 -5.279 -0.502 -1.522 -0.197 0.41
H 1.694 4.762 -3.353 0.433 0.292 0.102 0.43
H 2.119 2.991 -1.585 -0.425 0.018 -1.566 0.33
O 0.555 -2.274 4.027 1.066 1.286 -0.866 -0.56
S 0.640 -1.700 5.384 -8.216 -7.095 2.496 1.02
O 1.867 -1.487 6.000 3.367 1.396 0.495 -0.59
O -0.352 -2.556 6.240 3.006 2.966 -2.275 -0.73
C -0.250 -0.164 5.311 1.647 0.407 -0.541 0.03
N -1.092 0.254 6.241 0.746 1.301 -0.293 -0.37
C -1.366 1.572 6.154 -1.101 -0.874 1.302 -0.18
C -1.166 2.356 5.036 0.134 0.843 -1.436 -0.60
C -0.336 1.751 4.100 1.893 -1.129 -0.897 0.36
N 0.266 0.558 4.297 -1.605 1.168 0.337 -0.26
C 0.042 2.027 2.650 -2.326 1.189 0.193 1.02
C -1.037 2.235 1.788 -1.740 -0.681 -2.032 -0.84
C -1.005 1.912 0.366 -1.381 1.254 4.977 -0.41
N 0.150 1.604 -0.079 0.635 -0.984 -3.725 0.05
C 1.242 1.713 0.623 2.656 -0.430 2.600 0.15
C 1.259 1.856 1.997 2.688 -0.362 0.684 -0.90
H -1.833 1.982 7.058 -0.091 -0.072 -0.504 0.45
H -1.644 3.349 4.877 0.634 -0.876 0.381 0.41
H -2.060 2.359 2.154 0.499 0.217 0.309 0.41
H -1.908 1.776 -0.193 -0.216 0.067 -0.391 0.51
H 2.253 1.504 0.171 -0.763 0.229 -0.109 0.43
H 2.283 1.734 2.504 -1.932 0.315 -0.457 0.42
```
Forces are in eV/Å.

Kohn-Sham gap (hartree): 0.0978
Charge: +2
ΔE to the lowest compared entry with this formula, charge and spin (eV): 1.130
HOMO (eV): -11.267
Spin multiplicity: 1
Electronic energy (eV): -71764.8320

=====

4.
Molecular formula: C21H23Cl3N2O3
Method: DFT, wB97M-V/def2-TZVPD

Structure (XYZ):
```
52
Properties=species:S:1:pos:R:3:forces:R:3:mulliken_charge:R:1
O -2.937 -2.498 -0.578 0.126 -0.236 -0.250 -0.80
C -2.711 -1.798 0.402 -0.153 0.016 0.466 0.83
N -3.249 -0.573 0.537 -0.228 0.308 -0.004 -0.09
H -3.027 -0.020 1.350 0.085 -0.150 -0.016 0.28
C -3.896 0.139 -0.559 -0.312 -0.059 -0.236 -0.10
C -3.976 1.633 -0.235 0.054 -0.224 -0.076 -1.34
C -2.630 2.202 0.111 -0.059 0.041 0.048 0.45
C -1.681 2.430 -0.880 -0.017 0.006 0.125 -0.56
C -0.430 2.925 -0.567 0.083 0.028 0.035 -0.63
C -0.112 3.191 0.757 -0.207 -0.032 0.045 0.30
C -1.043 2.976 1.760 0.178 0.041 -0.010 -0.78
C -2.294 2.484 1.430 -0.012 0.021 -0.137 -0.24
H -3.024 2.336 2.214 -0.101 -0.005 0.074 0.43
H -0.791 3.192 2.786 0.053 0.041 0.088 0.43
Cl 1.458 3.799 1.159 0.066 0.015 0.057 -0.17
H 0.294 3.118 -1.343 0.115 0.035 -0.067 0.55
H -1.929 2.228 -1.911 -0.022 -0.025 -0.143 0.48
H -4.677 1.769 0.591 -0.029 0.040 -0.064 0.37
H -4.394 2.141 -1.105 -0.067 -0.033 0.086 0.48
H -3.299 -0.029 -1.469 -0.053 0.047 0.154 0.26
C -5.317 -0.422 -0.841 0.668 0.360 0.140 0.57
O -6.297 0.262 -0.751 -0.217 0.049 -0.024 -0.58
O -5.347 -1.686 -1.205 -0.056 -0.649 -0.165 -0.52
H -4.446 -2.120 -1.156 -0.255 0.382 0.062 0.45
C -1.774 -2.218 1.511 0.107 -0.043 -0.296 -1.52
C -0.390 -1.825 1.057 0.114 -0.077 0.146 0.43
C 0.457 -2.748 0.463 -0.108 0.135 0.108 -1.43
C 1.704 -2.383 -0.002 0.134 -0.026 -0.120 -0.63
C 2.155 -1.058 0.079 -0.226 -0.120 0.102 1.65
C 1.290 -0.134 0.682 0.067 0.112 0.007 -0.13
C 0.054 -0.514 1.160 0.036 -0.214 -0.023 -0.44
H -0.571 0.238 1.622 -0.066 0.105 0.037 0.37
H 1.568 0.900 0.789 0.108 0.162 -0.009 0.08
N 3.392 -0.683 -0.401 0.263 0.066 -0.172 0.39
C 4.227 -1.609 -1.125 0.093 -0.311 0.249 -1.37
H 4.894 -1.043 -1.779 -0.058 -0.052 -0.004 0.40
H 3.617 -2.259 -1.761 0.062 0.045 -0.014 0.61
C 5.072 -2.488 -0.200 -0.128 0.046 -0.253 -0.40
H 5.600 -3.254 -0.767 -0.054 0.005 0.058 0.42
H 4.460 -2.944 0.576 0.040 -0.018 -0.086 0.28
Cl 6.312 -1.514 0.637 0.091 0.021 0.091 -0.21
C 3.839 0.688 -0.351 -0.097 0.298 -0.120 -1.30
H 4.929 0.705 -0.411 -0.133 0.032 0.045 0.47
C 3.247 1.494 -1.511 0.022 -0.129 0.160 0.00
H 3.567 1.092 -2.472 -0.056 -0.001 0.076 0.35
H 2.158 1.497 -1.462 0.053 -0.019 -0.038 0.16
Cl 3.796 3.188 -1.439 0.085 0.077 -0.076 -0.20
H 3.561 1.146 0.600 0.084 0.028 -0.055 0.45
H 2.322 -3.154 -0.433 0.086 -0.056 -0.050 0.27
H 0.141 -3.776 0.364 -0.034 -0.121 -0.011 0.34
H -1.836 -3.299 1.633 -0.099 0.072 0.032 0.45
H -2.036 -1.724 2.447 -0.025 -0.034 0.029 0.41
```
Forces are in eV/Å.

Kohn-Sham gap (hartree): 0.3120
SMILES string: O=C(Cc1ccc(N(CCCl)CCCl)cc1)N[C@H](Cc1ccc(Cl)cc1)C(=O)O
HOMO (eV): -8.054
Spin multiplicity: 1
Electronic energy (eV): -68842.4529

=====

5.
Molecular formula: C5H12O
Method: DFT, wB97M-V/def2-TZVPD

Structure (XYZ):
```
18
Properties=species:S:1:pos:R:3:forces:R:3:mulliken_charge:R:1
C 1.946 -0.244 -0.756 0.072 0.034 -0.037 -1.10
C 0.780 -0.726 0.124 -0.049 -0.055 0.027 -0.72
C -0.510 0.112 -0.023 0.011 -0.020 0.299 1.32
C -1.718 -0.696 0.459 -0.030 -0.036 0.014 -1.63
C -0.405 1.420 0.754 0.034 0.056 0.037 -1.57
O -0.713 0.504 -1.381 0.004 -0.215 -0.232 -0.59
H 2.068 -0.882 -1.638 -0.039 0.130 0.123 0.33
H 2.899 -0.256 -0.220 -0.147 -0.029 -0.043 0.31
H 1.776 0.773 -1.126 0.036 -0.135 0.131 0.32
H 1.059 -0.723 1.185 -0.032 0.035 -0.173 0.36
H 0.547 -1.775 -0.111 0.022 0.163 -0.001 0.38
H -1.581 -1.039 1.491 0.003 0.070 -0.146 0.33
H -1.860 -1.582 -0.172 0.029 0.125 0.086 0.40
H -2.628 -0.089 0.408 0.151 -0.079 0.007 0.37
H -0.362 1.223 1.831 0.006 0.026 -0.161 0.36
H -1.278 2.049 0.549 0.113 -0.113 0.015 0.40
H 0.490 1.979 0.463 -0.109 -0.097 0.029 0.35
H -0.649 -0.288 -1.930 -0.075 0.140 0.023 0.37
```
Forces are in eV/Å.

Kohn-Sham gap (hartree): 0.4089
SMILES string: CCC(C)(C)O
ΔE to the lowest compared entry with this formula, charge and spin (eV): 0.103
HOMO (eV): -10.193
Spin multiplicity: 1
Electronic energy (eV): -7427.2083

=====

6.
Molecular formula: C21H19I2N9O2S4SbW
Method: DFT, wB97M-V/def2-TZVPD

Structure (XYZ):
```
59
Properties=species:S:1:pos:R:3:forces:R:3:mulliken_spin:R:1
W -1.241 0.277 -0.451 0.079 0.572 0.477 0.04
I 3.393 -1.072 5.907 -0.205 0.034 -0.206 0.00
C 2.012 -0.821 4.337 0.388 -0.086 0.318 0.00
C 0.805 -0.190 4.582 0.004 -0.010 0.051 0.00
C -0.075 -0.030 3.535 -0.698 0.139 -0.249 0.00
I -2.019 0.724 3.797 0.421 -0.193 0.501 0.00
C 0.229 -0.449 2.234 0.126 0.039 -0.013 0.00
O -0.647 -0.241 1.252 1.260 -0.431 1.950 0.01
C 1.437 -1.134 2.028 -0.422 0.106 -0.275 0.00
C 1.778 -1.707 0.682 0.072 0.069 -0.234 0.00
N 0.597 -1.963 -0.155 0.234 -1.024 -0.256 0.00
C 1.017 -2.702 -1.355 0.066 0.345 0.324 -0.01
C -0.131 -3.124 -2.227 -0.676 1.438 1.036 0.02
C 0.035 -4.055 -3.212 -0.406 -0.695 -0.292 -0.02
C -1.029 -4.447 -4.027 -0.204 0.844 0.755 0.03
C -2.284 -3.888 -3.753 0.383 -0.916 -0.434 -0.02
C -2.430 -2.951 -2.776 0.519 0.932 1.286 0.05
N -1.352 -2.474 -2.018 -0.024 -1.011 -2.698 0.04
C 2.316 -1.317 3.084 -0.056 0.078 0.046 0.00
H 0.545 0.148 5.573 -0.031 0.032 0.063 0.00
H 2.345 -2.640 0.840 0.017 0.129 -0.028 0.00
H 2.434 -1.019 0.132 -0.092 -0.203 0.068 0.00
H -0.027 -2.580 0.382 0.059 0.420 -0.202 0.00
H 1.589 -3.607 -1.083 -0.084 0.076 -0.167 0.00
H 1.696 -2.042 -1.913 -0.184 -0.204 0.040 0.01
H 1.017 -4.484 -3.346 0.107 -0.048 0.032 0.00
H -0.881 -5.150 -4.828 -0.035 -0.108 -0.121 0.00
H -3.152 -4.193 -4.317 -0.086 0.038 -0.008 0.00
H -3.393 -2.513 -2.533 0.281 0.196 -0.039 0.00
H 3.236 -1.858 2.912 0.076 -0.015 0.021 0.00
S -5.352 2.155 -1.296 -0.250 0.092 0.107 0.00
Sb -3.979 0.480 -1.902 -1.125 0.001 -0.346 0.00
S -3.314 -0.693 0.230 -0.411 0.048 -0.746 -0.02
S -1.824 1.825 -2.200 -0.163 -0.687 0.261 0.23
N 2.044 0.226 -1.952 0.124 0.350 -0.086 0.01
C 1.914 1.181 -0.998 -0.448 -0.789 -0.491 -0.01
N 3.001 1.840 -0.666 0.483 0.872 0.602 0.00
C 2.860 2.803 0.272 0.376 -1.229 -1.042 0.00
N 3.965 3.489 0.611 -0.062 0.122 0.006 0.00
N 1.720 3.092 0.863 -1.584 -0.015 0.455 0.00
C 0.641 2.378 0.508 2.949 -1.397 -2.054 -0.03
N 0.682 1.330 -0.434 0.406 2.344 1.853 0.00
C -0.609 2.752 1.048 -3.155 0.525 0.995 0.03
C -0.715 3.877 1.901 0.720 -1.000 -0.834 0.01
C -1.940 4.320 2.306 -1.299 -0.387 -0.221 0.00
C -3.084 3.621 1.872 1.191 0.859 0.365 0.00
C -2.926 2.512 1.083 -0.011 -1.064 -0.753 0.01
N -1.732 2.037 0.655 0.809 2.061 1.281 -0.07
H 2.944 0.269 -2.410 -0.004 0.084 0.100 0.00
H 1.260 0.128 -2.625 0.041 -0.028 0.304 0.00
H 4.773 3.394 0.019 -0.055 -0.007 0.075 0.00
H 3.836 4.333 1.142 0.072 -0.027 0.046 0.00
H 0.205 4.363 2.177 0.029 0.086 0.071 0.00
H -2.031 5.187 2.938 -0.015 0.095 0.099 0.00
H -4.075 3.931 2.155 -0.163 0.011 0.016 0.00
H -3.807 1.948 0.783 0.295 0.047 -0.067 0.00
O 0.184 0.092 -3.806 0.186 -0.178 -0.834 0.17
S -1.209 -0.369 -3.580 0.089 -0.681 0.211 0.57
N -1.252 -1.001 -1.977 0.088 -0.650 -1.123 -0.05
```
Forces are in eV/Å.

Kohn-Sham gap (spin up / spin down) (hartree): 0.1477 / 0.1640
ΔE to the lowest compared entry with this formula, charge and spin (eV): 2.066
HOMO (spin up / spin down) (eV): -6.009 / -6.203
Spin multiplicity: 2
Electronic energy (eV): -107496.6768

=====

Among the records above, which one has the lowest electronic energy?
C26H23CrIN7O2S3

=====

Look up the electronic energy of the sixth one.
-107496.6768 eV

=====

The lowest electronic energy belongs to which entry?
C26H23CrIN7O2S3